ORCA calculation (the ωB97M-V functional and the def2-TZVPD basis) on CH4N6O in the gas phase in a non-equilibrium geometry.

XYZ file:
```
12
Properties=species:S:1:pos:R:3:forces:R:3
O 0.905848 2.201449 0.662607 3.480 0.893 1.087
N 1.269755 0.827236 0.459089 -0.889 1.662 0.858
N -0.849745 0.853034 -0.726931 -0.164 1.243 0.518
N 0.486756 -1.647204 1.033267 1.926 -1.771 1.237
N -1.586439 -0.106723 -1.011258 -2.306 -1.896 -0.816
N -1.027469 -1.304084 -0.741027 -2.198 -1.254 0.172
N 0.164491 -1.116440 -0.196840 3.550 3.516 0.316
C 0.232248 0.352946 -0.069189 1.331 -3.641 -2.110
H 1.790292 2.530708 1.048084 -2.217 -0.354 -0.905
H 0.308406 -0.869285 1.646659 0.033 -0.062 1.130
H 1.567042 -1.756080 1.103683 -2.566 0.061 -0.591
H -1.507444 -2.175346 -0.398249 0.019 1.603 -0.895
```
Positions in Å, forces in eV/Å.

Values from the calculation:
ΔE to the lowest compared entry with this formula, charge and spin = 70.1 kcal/mol
Net charge = 0
LUMO = 0.005 Eh
SMILES = Nn1[nH]nn/c1=N\O
Highest occupied orbital energy = -8.53 eV

ORCA calculation (the ωB97M-V functional and the def2-TZVPD basis) on 2 unconnected molecules or ions with the total composition CH4NO2 in a non-equilibrium geometry.

XYZ file:
```
8
Properties=species:S:1:pos:R:3:forces:R:3
O -0.873843 0.207781 -1.186207 2.438 0.483 0.839
O -1.071904 -0.662051 1.232129 -1.584 2.269 -1.916
N 0.256603 -0.346637 1.240292 2.620 0.093 -1.805
C 0.404103 0.087724 -0.901975 0.057 0.256 0.730
H 1.262300 0.939908 -0.851986 -2.309 -0.806 0.140
H 0.963400 -0.758067 -1.382043 -0.589 -0.055 0.658
H 0.437272 0.649204 1.527497 -0.965 -0.565 -0.181
H -1.377931 -0.117862 0.322292 0.332 -1.674 1.535
```
Positions in Å, forces in eV/Å.

Values from the calculation:
ΔE to the lowest compared entry with this formula, charge and spin = 111.7 kcal/mol
Net charge = -1
LUMO = 0.179 Eh
Highest occupied orbital energy = -2.69 eV

ORCA calculation (the ωB97M-V functional and the def2-TZVPD basis) on 2 unconnected molecules or ions with the total composition CH4NO2 in a non-equilibrium geometry.

XYZ file:
```
8
Properties=species:S:1:pos:R:3:forces:R:3
O -0.082142 1.630657 0.177418 -0.038 0.251 1.425
O -0.387844 1.159944 -1.159769 -0.269 -1.032 -1.097
N -0.368929 -0.759843 0.347498 -4.259 3.312 -1.562
C 0.315978 0.425795 -0.271784 3.305 2.013 -0.492
H -1.462452 -0.814972 0.164232 2.485 0.298 -0.360
H 0.088690 -1.503393 -0.000686 1.734 -4.041 -1.380
H 2.260121 0.608741 -0.573578 -3.778 -0.977 0.650
H -0.363423 -0.746929 1.316669 0.819 0.177 2.814
```
Positions in Å, forces in eV/Å.

Values from the calculation:
ΔE to the lowest compared entry with this formula, charge and spin = 196.9 kcal/mol
Net charge = +1
LUMO (spin up / spin down) = -0.242 / -0.240 Eh
Highest occupied orbital energy (spin up / spin down) = -16.39 / -16.39 eV

ORCA calculation (the ωB97M-V functional and the def2-TZVPD basis) on CH4NO2P in the gas phase in a non-equilibrium geometry.

XYZ file:
```
9
Properties=species:S:1:pos:R:3:forces:R:3
P 0.769900 0.897374 0.105662 -0.589 -0.442 1.796
O -0.545393 0.421562 1.140652 -0.137 0.295 -0.064
O -0.484699 0.739284 -0.935888 0.405 0.512 -2.183
N 1.661602 -0.535070 0.060820 -1.492 1.391 -0.553
C -1.380131 0.222326 0.005196 0.063 1.727 0.804
H 1.263765 -1.297336 -0.487367 1.039 -0.140 0.541
H -2.394260 0.696555 -0.011853 1.018 0.210 0.335
H -1.502442 -0.772538 -0.227672 -0.517 -2.672 -0.103
H 2.611659 -0.372154 0.350448 0.210 -0.882 -0.573
```
Positions in Å, forces in eV/Å.

Values from the calculation:
ΔE to the lowest compared entry with this formula, charge and spin = 17.3 kcal/mol
Net charge = 0
LUMO = 0.037 Eh
Highest occupied orbital energy = -9.38 eV

ORCA calculation (the ωB97M-V functional and the def2-TZVPD basis) on 2 unconnected molecules or ions with the total composition CH4NO2S in a non-equilibrium geometry.

XYZ file:
```
9
Properties=species:S:1:pos:R:3:forces:R:3
S 0.822953 -0.284841 -0.032959 -1.076 0.871 0.679
O 1.108409 -0.712335 1.352158 0.022 -0.033 -0.049
O 1.503229 -1.085835 -1.061562 -0.081 0.083 -0.289
N 0.784452 2.305142 -0.235740 -0.012 -0.407 0.505
C -1.062799 -0.695815 -0.247249 2.378 0.258 6.414
H -1.404583 0.072314 -0.771764 -1.766 3.133 -2.438
H -1.159566 -1.620857 -0.649815 -0.286 -2.765 -1.301
H 0.881221 2.670532 0.762433 -0.040 -0.989 -0.816
H -1.473313 -0.648309 0.884497 0.861 -0.151 -2.703
```
Positions in Å, forces in eV/Å.

Values from the calculation:
ΔE to the lowest compared entry with this formula, charge and spin = 153.0 kcal/mol
Net charge = -1
LUMO (spin up / spin down) = 0.140 / 0.145 Eh
Highest occupied orbital energy (spin up / spin down) = -3.23 / -3.25 eV

ORCA calculation (the ωB97M-V functional and the def2-TZVPD basis) on 2 unconnected molecules or ions with the total composition CH4NO3S in a non-equilibrium geometry.

XYZ file:
```
10
Properties=species:S:1:pos:R:3:forces:R:3
S 1.311646 -0.708461 0.716575 0.506 -0.577 0.760
O 0.512373 0.459644 1.902356 -0.066 0.266 -2.026
O 0.568280 -2.001089 0.900662 0.157 1.578 -0.067
O -1.629767 1.309563 -0.228446 -0.078 -0.880 -1.208
N 1.012310 -0.140567 -0.718255 -0.866 -0.369 0.089
C -1.367210 0.248757 -0.777789 0.598 -1.861 2.906
H 0.226551 1.207319 1.297503 0.240 -1.304 0.970
H 1.775463 0.392942 -1.101380 0.392 0.224 0.354
H -1.163756 0.022272 -1.813050 -0.244 0.760 -0.962
H -1.245891 -0.790379 -0.178174 -0.641 2.161 -0.816
```
Positions in Å, forces in eV/Å.

Values from the calculation:
ΔE to the lowest compared entry with this formula, charge and spin = 41.9 kcal/mol
Net charge = -1
LUMO = 0.147 Eh
Highest occupied orbital energy = -3.76 eV

ORCA calculation (the ωB97M-V functional and the def2-TZVPD basis) on CH4NOP in the gas phase in a non-equilibrium geometry.

XYZ file:
```
8
Properties=species:S:1:pos:R:3:forces:R:3
P 2.458313 -0.168939 0.006479 2.867 -5.959 -3.032
O 3.729632 -1.593083 -0.951824 -4.380 4.896 3.242
N 1.041957 -1.073265 0.014715 1.339 2.923 0.187
C -0.321958 -0.585270 0.134273 -0.250 2.082 0.513
H 0.997394 -1.829862 -0.595815 0.870 -1.951 -1.008
H -0.452433 0.220397 0.949528 0.290 -1.263 -1.420
H -0.856813 -1.455778 0.398490 -1.131 -0.679 0.543
H -0.717933 -0.236421 -0.858287 0.395 -0.048 0.974
```
Positions in Å, forces in eV/Å.

Values from the calculation:
ΔE to the lowest compared entry with this formula, charge and spin = 104.8 kcal/mol
Net charge = 0
LUMO (spin up / spin down) = -0.055 / -0.055 Eh
SMILES = CNP=O
Highest occupied orbital energy (spin up / spin down) = -9.02 / -8.93 eV

ORCA calculation (the ωB97M-V functional and the def2-TZVPD basis) on 2 unconnected molecules or ions with the total composition CH4NOP in a non-equilibrium geometry.

XYZ file:
```
8
Properties=species:S:1:pos:R:3:forces:R:3
P -0.008614 1.077536 0.131503 0.451 -0.470 2.919
O -2.334987 -0.319399 -0.264755 -0.140 -0.327 0.054
N 1.262833 0.121922 -0.512954 -1.782 -2.829 -1.696
C -1.235006 -0.331210 0.187606 1.462 -0.936 1.412
H 1.889081 0.632678 -1.063464 1.284 1.358 -0.507
H 0.928538 -0.606140 -1.261849 0.499 1.421 2.205
H 0.201086 0.611774 1.940991 -0.310 1.001 -2.966
H -0.702929 -1.187164 0.842922 -1.465 0.782 -1.419
```
Positions in Å, forces in eV/Å.

Values from the calculation:
ΔE to the lowest compared entry with this formula, charge and spin = 65.7 kcal/mol
Net charge = 0
LUMO = 0.008 Eh
Highest occupied orbital energy = -9.12 eV

ORCA calculation (the ωB97M-V functional and the def2-TZVPD basis) on a molecular structure, CH4NOP in a non-equilibrium geometry.

XYZ file:
```
8
Properties=species:S:1:pos:R:3:forces:R:3
P 0.273501 -1.403679 0.267811 1.600 1.482 -1.783
O 1.852906 -0.228602 -0.754116 -2.142 -1.306 1.322
N -1.029342 -0.780719 -0.556207 0.782 -3.616 0.405
C 1.295476 0.149664 0.438843 0.992 1.267 1.172
H 2.046244 0.075532 1.302551 -1.108 0.124 -0.779
H -1.426485 -1.229302 -1.364282 -0.022 -0.125 0.072
H 0.761406 1.180114 0.516649 0.543 -1.592 -0.312
H -1.141732 0.152570 -0.511856 -0.645 3.766 -0.098
```
Positions in Å, forces in eV/Å.

Values from the calculation:
ΔE to the lowest compared entry with this formula, charge and spin = 50.9 kcal/mol
Net charge = 0
LUMO (spin up / spin down) = -0.005 / -0.005 Eh
Highest occupied orbital energy (spin up / spin down) = -9.09 / -9.09 eV

ORCA calculation (the ωB97M-V functional and the def2-TZVPD basis) on 2 unconnected molecules or ions with the total composition CH4NOP in a non-equilibrium geometry.

XYZ file:
```
8
Properties=species:S:1:pos:R:3:forces:R:3
P 1.944660 0.448296 -0.275188 0.278 0.912 1.684
O -1.909720 1.150796 -0.458154 0.271 -0.747 -0.353
N -1.094672 0.263766 -0.275820 -0.056 1.977 0.682
C -1.026662 -0.966086 -0.065953 -2.336 -2.089 -1.412
H -1.817632 -1.711668 -0.375427 0.327 1.200 0.664
H -0.102631 -1.380996 0.136388 1.737 -0.541 0.448
H 2.230482 0.388987 1.169674 -0.092 -0.750 -0.880
H 1.776174 1.806907 0.144478 -0.128 0.039 -0.834
```
Positions in Å, forces in eV/Å.

Values from the calculation:
ΔE to the lowest compared entry with this formula, charge and spin = 129.2 kcal/mol
Net charge = 0
LUMO (spin up / spin down) = -0.044 / -0.025 Eh
Highest occupied orbital energy (spin up / spin down) = -9.66 / -8.92 eV